[1]
{
  "formula": "C34H65AlN2O15PS",
  "method": "ωB97M-V with the def2-TZVPD basis set",
  "species": ["O", "P", "O", "O", "C", "Al", "C", "C", "C", "C", "C", "C", "C", "C", "C", "C", "C", "C", "N", "C", "C", "C", "C", "N", "C", "S", "H", "H", "H", "H", "H", "H", "H", "H", "H", "H", "H", "H", "H", "H", "H", "H", "H", "H", "H", "H", "H", "H", "H", "H", "H", "H", "H", "H", "H", "H", "H", "H", "H", "C", "C", "O", "C", "O", "O", "C", "H", "H", "H", "H", "H", "H", "H", "H", "C", "C", "O", "C", "O", "O", "C", "H", "H", "H", "H", "H", "H", "H", "H", "C", "C", "O", "C", "O", "O", "C", "H", "H", "H", "H", "H", "H", "H", "H", "C", "C", "O", "C", "O", "O", "C", "H", "H", "H", "H", "H", "H", "H", "H"],
  "xyz": [[1.37238, -0.94252, 1.08301], [1.23184, 0.06679, 2.15217], [2.62488, 0.74196, 2.58690], [0.86143, -0.61824, 3.58120], [0.10845, 1.36452, 1.83563], [0.75376, 2.78489, 0.53121], [2.22881, 2.15091, -0.64616], [1.59157, 1.18068, -1.64438], [2.55988, 0.41244, -2.53959], [1.87305, -0.13192, -3.79220], [0.60859, -0.91663, -3.44755], [0.16351, -1.93640, -4.49155], [-1.18964, -2.53901, -4.10190], [-2.33078, -1.50762, -4.12363], [-2.72751, -0.98981, -2.72226], [-4.13144, -1.41041, -2.26149], [-5.18892, -0.33189, -2.50040], [-5.00059, 0.89888, -1.61308], [-5.93924, 0.99859, -0.50010], [-5.95536, 2.06464, 0.34940], [-6.93367, 1.87242, 1.27682], [-7.53711, 0.62892, 0.99049], [-6.90519, 0.11610, -0.10376], [1.21687, 4.43633, 1.47789], [0.55180, 5.37301, 1.15557], [-0.26874, 6.67065, 0.70552], [2.71962, 0.73008, 3.54546], [0.24913, -1.33834, 3.39371], [-0.19490, 1.79445, 2.79326], [-0.77412, 0.89454, 1.39556], [-0.50706, 3.14540, -0.41682], [3.02012, 1.64018, -0.08690], [2.69062, 2.99721, -1.16405], [0.92361, 1.75950, -2.29293], [0.97108, 0.47064, -1.09288], [3.38998, 1.06536, -2.81947], [2.98850, -0.43028, -1.98592], [1.58512, 0.73929, -4.39019], [2.54662, -0.73789, -4.40284], [-0.20510, -0.20057, -3.32314], [0.72343, -1.40857, -2.47675], [0.90479, -2.72773, -4.60548], [0.04749, -1.41289, -5.44550], [-1.42089, -3.38551, -4.75213], [-1.09112, -2.94786, -3.09317], [-3.21144, -1.90694, -4.62740], [-1.99046, -0.65356, -4.71311], [-2.00026, -1.35478, -1.99769], [-2.65007, 0.09777, -2.69001], [-4.42345, -2.30028, -2.82545], [-4.14565, -1.69094, -1.20689], [-5.14977, -0.02387, -3.54705], [-6.17842, -0.76114, -2.36160], [-3.98841, 0.92175, -1.21010], [-5.11166, 1.80267, -2.21257], [-5.27691, 2.89381, 0.24469], [-7.17971, 2.54189, 2.08284], [-8.34411, 0.15925, 1.52539], [-7.06376, -0.81985, -0.60637], [5.53194, 1.17542, 3.75385], [6.90568, 1.80416, 3.74593], [7.11866, 2.65725, 4.88817], [7.42800, 2.03634, 6.01794], [7.57987, 0.85164, 6.17169], [7.53901, 2.95685, 6.98086], [7.82445, 2.42533, 8.27460], [4.77054, 1.95125, 3.83489], [5.36100, 0.62321, 2.83170], [5.42548, 0.48960, 4.59526], [7.02184, 2.46456, 2.88952], [7.69255, 1.05151, 3.71021], [8.69880, 1.77890, 8.24412], [6.97056, 1.86530, 8.65266], [8.01476, 3.28458, 8.91077], [-3.42653, -5.65563, 1.78035], [-3.50009, -5.58403, 0.27171], [-4.64044, -6.29784, -0.24441], [-5.79739, -5.64779, -0.16033], [-5.96488, -4.54685, 0.29286], [-6.75113, -6.42270, -0.68412], [-8.05943, -5.84845, -0.64223], [-3.44102, -6.69445, 2.11270], [-2.50421, -5.19067, 2.12780], [-4.26730, -5.13478, 2.23595], [-2.64371, -6.07517, -0.18515], [-3.53218, -4.55331, -0.07873], [-8.06150, -4.85726, -1.08971], [-8.41360, -5.78427, 0.38535], [-8.69423, -6.51927, -1.21331], [1.09725, 4.73082, 4.95791], [0.91225, 6.19363, 4.63240], [-0.18549, 6.76915, 5.37495], [0.07338, 7.09205, 6.62952], [1.12550, 6.98608, 7.20789], [-1.05437, 7.56225, 7.18135], [-0.93184, 7.91496, 8.55702], [0.16657, 4.18542, 4.79499], [1.86231, 4.29900, 4.31402], [1.39109, 4.58704, 5.99862], [0.64157, 6.32834, 3.58868], [1.81659, 6.76765, 4.83030], [-0.10153, 8.60101, 8.71044], [-0.78449, 7.02534, 9.16820], [-1.86885, 8.39574, 8.82349], [3.72613, -5.39720, -9.32773], [2.89017, -4.17939, -8.99871], [2.66756, -4.04985, -7.58786], [3.68382, -3.52857, -6.89732], [4.73260, -3.15759, -7.35836], [3.33982, -3.50178, -5.61548], [4.34248, -2.98770, -4.73247], [3.27436, -6.29322, -8.90070], [3.79451, -5.52200, -10.40874], [4.73359, -5.29478, -8.92734], [1.89258, -4.26631, -9.42514], [3.34863, -3.26695, -9.37811], [4.69046, -2.01296, -5.06508], [5.17990, -3.68078, -4.66862], [3.86642, -2.89287, -3.76123]],
  "homo_lumo_gap_ev": 7.6,
  "charge": -1,
  "homo_energy_ha": -0.2049,
  "e_tot_ev": -96733.690,
  "lumo_energy_ha": 0.075
}


[2]
{
  "formula": "C34H65BrN3O10S",
  "method": "ωB97M-V with the def2-TZVPD basis set",
  "species": ["C", "C", "C", "C", "N", "C", "C", "O", "O", "C", "C", "C", "O", "Br", "N", "N", "C", "S", "C", "C", "C", "C", "C", "C", "C", "C", "C", "C", "C", "O", "C", "H", "H", "H", "H", "H", "H", "H", "H", "H", "H", "H", "H", "H", "H", "H", "H", "H", "H", "H", "H", "H", "H", "H", "H", "H", "H", "H", "H", "H", "H", "H", "H", "H", "H", "H", "H", "H", "C", "O", "C", "C", "O", "C", "C", "O", "C", "H", "H", "H", "H", "H", "H", "H", "H", "H", "H", "H", "H", "H", "H", "C", "O", "C", "C", "O", "C", "C", "O", "C", "H", "H", "H", "H", "H", "H", "H", "H", "H", "H", "H", "H", "H", "H"],
  "xyz": [[-4.71028, -0.41868, -0.60293], [-3.28047, -0.52620, 0.09644], [-2.17916, -0.34396, -1.05354], [-1.05009, -1.43383, -0.97683], [0.04979, -1.12881, -0.04625], [0.43544, -1.94413, 1.07574], [-0.28728, -3.25892, 1.50582], [-0.95288, -2.99467, 2.76605], [-1.41994, -1.67188, 2.67981], [1.57759, -1.35042, 1.72022], [2.44411, -1.78119, 2.92891], [1.75561, -2.82172, 3.87746], [1.78842, -3.97956, 3.57865], [0.92449, -2.15054, 5.52262], [1.86000, -0.16507, 0.99008], [2.93108, 0.65858, 1.32971], [3.86441, 0.46560, 0.46971], [4.75459, 0.26598, -0.85802], [0.93607, -0.08009, -0.02902], [1.01208, 1.10726, -1.02827], [0.87318, 2.53136, -0.36687], [-0.58402, 2.92850, 0.10036], [-1.28756, 4.02080, -0.83847], [-2.49261, 3.40307, -1.69452], [-1.88423, 2.93139, -3.07415], [-2.94571, 2.70104, -4.21592], [-3.36541, 1.19772, -4.44502], [-2.40136, 0.35403, -5.36174], [-0.87265, 0.46410, -5.03524], [-0.27792, 1.69762, -5.47081], [0.91335, 1.98581, -4.74520], [-4.77748, 0.62537, -1.00815], [-4.78424, -1.10878, -1.48957], [-5.54097, -0.61586, 0.12706], [-3.17092, -1.52909, 0.57732], [-3.21223, 0.33544, 0.80321], [-2.73689, -0.54711, -2.01329], [-1.80730, 0.70444, -1.13365], [-1.54274, -2.41650, -0.79303], [-0.60421, -1.50556, -2.01150], [0.49438, -4.04766, 1.59522], [-1.07244, -3.60289, 0.78844], [-1.63088, -1.42243, 3.59665], [2.72169, -0.87363, 3.52702], [3.40800, -2.21422, 2.54909], [2.04284, 1.06710, -1.48972], [0.29698, 0.89610, -1.85883], [1.52122, 2.56174, 0.55606], [1.32218, 3.30321, -1.05356], [-1.23908, 2.04361, 0.29367], [-0.46293, 3.44616, 1.09567], [-1.73021, 4.83104, -0.20478], [-0.49321, 4.44240, -1.51299], [-2.99348, 2.56695, -1.12459], [-3.25689, 4.20680, -1.85621], [-1.19753, 3.75701, -3.41561], [-1.22961, 2.04938, -2.86415], [-2.58949, 3.14309, -5.18662], [-3.87033, 3.26387, -3.91550], [-4.36038, 1.22867, -4.97703], [-3.56602, 0.74809, -3.44034], [-2.54863, 0.52694, -6.45906], [-2.67393, -0.72999, -5.19068], [-0.66812, 0.28007, -3.93477], [-0.30803, -0.35629, -5.57498], [1.42959, 2.81351, -5.30056], [1.57501, 1.07910, -4.68522], [0.73371, 2.36510, -3.70345], [-8.68044, -6.50002, 3.09700], [-7.29462, -6.46611, 2.81429], [-6.97449, -6.96306, 1.52276], [-5.84709, -6.16191, 0.89390], [-6.21527, -4.85036, 0.46329], [-6.50375, -3.88796, 1.47367], [-5.29713, -3.43998, 2.28418], [-4.87481, -4.45764, 3.17983], [-3.47233, -4.51059, 3.33065], [-9.00671, -7.52599, 3.29000], [-8.85660, -5.89773, 3.98823], [-9.26386, -6.06607, 2.27659], [-7.84337, -6.92650, 0.85554], [-6.65966, -8.00579, 1.63605], [-5.54070, -6.68202, -0.01876], [-4.96586, -6.12513, 1.53381], [-7.31588, -4.22820, 2.11560], [-6.88121, -3.01227, 0.93723], [-5.57367, -2.56644, 2.88845], [-4.48870, -3.15533, 1.59990], [-2.97169, -4.52207, 2.35694], [-3.22347, -5.43776, 3.84788], [-3.12228, -3.66329, 3.92664], [5.84542, 2.66243, 1.84746], [7.23103, 2.69250, 1.59763], [7.59638, 2.12444, 0.34477], [8.73228, 2.90521, -0.29516], [8.36075, 4.18117, -0.81148], [8.02793, 5.19865, 0.13185], [9.20158, 5.71096, 0.95192], [9.60450, 4.75016, 1.91826], [11.00442, 4.72175, 2.12285], [5.52264, 1.64327, 2.09498], [5.64222, 3.31397, 2.69709], [5.27769, 3.04242, 0.98826], [6.74805, 2.11062, -0.35199], [7.91924, 1.09386, 0.52932], [9.07408, 2.33755, -1.16613], [9.59204, 2.99196, 0.36794], [7.19987, 4.88459, 0.76746], [7.65668, 6.03491, -0.46666], [8.89426, 6.61323, 1.49441], [10.02752, 5.96705, 0.27987], [11.54114, 4.66158, 1.17026], [11.24109, 3.82746, 2.69979], [11.32667, 5.60406, 2.68327]],
  "homo_lumo_gap_ev": 6.3,
  "charge": 1,
  "homo_energy_ha": -0.3938,
  "e_tot_ev": -142118.250,
  "lumo_energy_ha": -0.162
}